Entry 1:
Here is a molecular structure, C34H57N3O3SiV in a non-equilibrium geometry from the Open Molecules 2025 dataset. Energies are from the ωB97M-V functional and the def2-TZVPD basis.

Computed properties:
maximum force = 0.078 hartree/bohr
HOMO-LUMO gap (spin up / spin down) = 8.157 / 5.815 eV
2S+1 = 3
charge = +1

XYZ file:
```
99
C34H57N3O3SiV the ωB97M-V functional and the def2-TZVPD basis
O -0.75 1.47 -0.95
O 2.08 -2.25 -3.41
C -1.72 1.29 -2.02
C -2.46 2.55 -2.42
H -2.45 0.54 -1.64
H -1.18 0.87 -2.88
H -2.96 3.03 -1.57
H -3.22 2.32 -3.17
H -1.78 3.29 -2.89
C 0.24 2.49 -1.17
C 1.14 2.23 -2.35
H 0.85 2.53 -0.25
H -0.27 3.46 -1.25
H 1.79 1.36 -2.17
H 1.79 3.10 -2.48
H 0.57 2.09 -3.28
C 3.27 -2.90 -2.96
C 1.90 -2.18 -4.83
C 4.35 -1.93 -2.53
H 3.67 -3.56 -3.74
H 2.94 -3.49 -2.09
H 4.69 -1.31 -3.36
H 5.22 -2.48 -2.16
H 4.00 -1.28 -1.72
C 3.02 -1.53 -5.61
H 0.97 -1.61 -4.96
H 1.76 -3.21 -5.20
H 3.22 -0.50 -5.27
H 2.73 -1.47 -6.66
H 3.95 -2.11 -5.56
H 0.13 -2.95 -1.55
N -0.90 2.87 2.03
C -1.38 2.90 3.45
C -0.69 1.93 4.28
C -0.19 0.69 3.97
C -1.50 4.33 4.00
H -2.32 4.89 3.53
H -0.62 4.99 4.03
H -1.84 4.11 5.02
C 0.35 -0.20 5.07
H 1.40 -0.50 4.92
H -0.26 -1.10 5.24
H 0.31 0.41 5.98
N -0.13 0.16 2.72
C -1.27 3.97 1.24
C -2.56 4.35 0.76
C -3.93 3.70 0.97
C -2.67 5.52 0.01
H -3.67 5.83 -0.35
C -1.54 6.30 -0.25
H -1.65 7.22 -0.85
C -0.28 5.95 0.26
H 0.61 6.56 0.09
C -0.15 4.80 1.01
C 1.19 4.43 1.58
C 0.75 -0.96 2.37
C 0.31 -2.29 2.50
C -1.10 -2.60 2.90
C 1.21 -3.32 2.27
H 0.87 -4.36 2.37
C 2.53 -3.05 1.88
H 3.22 -3.87 1.67
C 2.96 -1.73 1.75
H 3.98 -1.49 1.46
C 2.08 -0.68 2.01
C 2.55 0.74 1.90
V -1.27 1.12 1.50
H -4.34 3.19 0.07
H -4.64 4.45 1.39
H -3.96 2.90 1.65
H 1.27 3.39 1.92
H 1.42 5.06 2.46
H 1.98 4.61 0.83
H -1.30 -3.66 2.70
H -1.84 -1.99 2.36
H -1.27 -2.47 3.98
H 2.36 1.33 2.80
H 2.10 1.27 1.04
H 3.63 0.75 1.72
H -0.65 2.14 5.37
C -0.12 -3.83 -0.92
Si -1.02 -5.23 -1.80
H 0.80 -4.21 -0.47
H -0.74 -3.42 -0.11
C -2.04 -4.62 -3.26
C -2.16 -6.14 -0.62
C 0.25 -6.49 -2.40
H -0.26 -7.39 -2.76
H 0.92 -6.78 -1.58
H 0.86 -6.08 -3.22
H -2.90 -4.03 -2.91
H -2.42 -5.47 -3.84
H -1.44 -3.98 -3.93
H -2.79 -5.44 -0.05
H -1.59 -6.74 0.09
H -2.82 -6.82 -1.18
O -3.75 2.68 3.93
C -2.78 2.26 3.31
N -2.67 1.28 2.30
```

Entry 2:
Here is 12 unconnected molecules or ions with the total composition H24O12 in a non-equilibrium geometry from the Open Molecules 2025 dataset. Energies are from the ωB97M-V functional and the def2-TZVPD basis.

Computed properties:
maximum force = 0.021 hartree/bohr
ΔE to the lowest compared entry with this formula, charge and spin = 3.158 eV
HOMO-LUMO gap = 10.700 eV
SMILES string = O.O.O.O.O.O.O.O.O.O.O.O

XYZ file:
```
36
H24O12 the ωB97M-V functional and the def2-TZVPD basis
H -0.06 -0.49 0.67
H 0.48 -0.06 -0.68
H -3.16 -3.84 -0.81
H -1.74 -4.33 -1.03
H -2.48 -2.62 1.43
H -3.09 -1.46 2.20
H 0.21 3.76 -0.85
H 1.34 4.52 -0.17
H 3.42 -0.11 -4.28
H 2.46 0.08 -3.12
H -4.25 3.08 0.40
H -3.37 1.93 0.86
H 3.15 1.13 -0.78
H 4.21 0.98 -1.86
H -0.85 5.40 1.37
H -0.21 4.02 1.26
H -0.65 -0.15 -2.97
H 0.84 -0.33 -3.19
H 1.91 0.63 3.92
H 2.89 0.37 2.79
H 0.77 -3.57 0.16
H 0.43 -4.35 -1.11
H -0.05 -2.29 3.48
H -1.53 -1.99 3.29
O 0.32 0.27 0.21
O -2.30 -3.55 -1.12
O -3.30 -2.12 1.54
O 0.78 3.74 -0.07
O 2.51 -0.26 -4.02
O -3.86 2.25 0.10
O 3.52 0.49 -1.40
O -0.57 4.65 1.91
O 0.08 0.18 -3.50
O 1.94 0.48 2.97
O 1.10 -3.76 -0.73
O -0.87 -2.67 3.14
```

Entry 3:
Here is 5 unconnected molecules or ions with the total composition C26H59BO10PS in a non-equilibrium geometry from the Open Molecules 2025 dataset. Energies are from the ωB97M-V functional and the def2-TZVPD basis.

Computed properties:
maximum force = 0.069 hartree/bohr
HOMO-LUMO gap = 5.380 eV
charge = -1

XYZ file:
```
98
C26H59BO10PS the ωB97M-V functional and the def2-TZVPD basis
C 6.17 -1.49 -0.82
C 5.31 -0.48 -1.78
C 3.93 -1.18 -2.33
C 2.61 -0.40 -1.75
C 1.56 0.07 -2.95
C 0.20 -0.84 -3.04
P -0.93 -0.79 -1.51
C -2.11 0.52 -2.25
S -1.33 2.19 -2.62
C -1.23 3.28 -1.10
C -0.08 2.84 0.00
C -2.01 -2.26 -2.13
B -3.11 -2.81 -1.04
O -4.54 -2.38 -1.13
O -2.69 -3.77 0.03
H 7.10 -0.88 -0.39
H 5.53 -1.95 0.07
H 6.65 -2.35 -1.48
H 5.96 -0.23 -2.74
H 5.14 0.55 -1.23
H 3.92 -1.14 -3.52
H 3.92 -2.31 -2.01
H 2.03 -1.07 -0.99
H 2.94 0.59 -1.17
H 2.10 -0.03 -4.00
H 1.38 1.22 -2.79
H 0.55 -1.98 -3.16
H -0.43 -0.61 -4.02
H -0.05 0.21 -0.95
H -1.69 -0.71 -0.27
H -0.10 -1.79 -0.84
H -3.08 0.63 -1.58
H -2.50 0.10 -3.30
H -2.28 3.48 -0.58
H -0.89 4.36 -1.50
H 0.40 3.79 0.52
H 0.76 2.22 -0.56
H -0.53 2.12 0.84
H -2.54 -2.08 -3.16
H -1.25 -3.17 -2.32
H -5.02 -3.04 -1.74
H -2.84 -3.26 0.88
O 6.75 -3.66 -4.13
C 7.72 -4.40 -3.98
O 8.59 -4.20 -2.97
C 9.70 -5.06 -2.65
C 10.87 -4.82 -3.59
C 7.99 -5.50 -4.97
H 9.37 -6.11 -2.63
H 10.00 -4.81 -1.63
H 10.60 -5.02 -4.63
H 11.71 -5.46 -3.32
H 11.18 -3.78 -3.54
H 8.39 -5.06 -5.89
H 7.04 -6.00 -5.19
H 8.67 -6.26 -4.61
O 0.48 3.76 3.12
C -0.55 3.55 3.75
O -1.74 3.96 3.27
C -3.01 3.68 3.88
C -3.27 4.60 5.06
C -0.49 2.90 5.10
H -3.09 2.62 4.14
H -3.78 3.87 3.12
H -2.52 4.49 5.84
H -4.25 4.40 5.50
H -3.23 5.65 4.74
H -0.12 3.63 5.83
H 0.20 2.05 5.05
H -1.44 2.50 5.45
O -5.28 6.09 2.25
C -4.29 6.39 1.59
O -3.28 7.09 2.16
C -2.03 7.41 1.51
C -2.20 8.59 0.57
C -4.22 6.06 0.13
H -1.61 6.52 1.02
H -1.33 7.68 2.31
H -2.92 8.38 -0.23
H -1.24 8.84 0.10
H -2.57 9.46 1.11
H -4.86 6.75 -0.43
H -4.57 5.04 -0.02
H -3.21 6.10 -0.29
O -3.89 -3.06 3.28
C -4.87 -3.76 3.07
O -5.98 -3.64 3.83
C -7.21 -4.34 3.60
C -7.13 -5.77 4.10
C -4.83 -4.82 2.00
H -7.51 -4.27 2.55
H -7.98 -3.81 4.17
H -6.35 -6.34 3.59
H -8.09 -6.28 3.95
H -6.88 -5.79 5.17
H -4.23 -5.66 2.36
H -4.36 -4.39 1.11
H -5.81 -5.18 1.69
```

Entry 4:
Here is 7 unconnected molecules or ions with the total composition C39H43N12 in a non-equilibrium geometry from the Open Molecules 2025 dataset. Energies are from the ωB97M-V functional and the def2-TZVPD basis.

Computed properties:
maximum force = 0.021 hartree/bohr
HOMO-LUMO gap = 8.757 eV
charge = +1

XYZ file:
```
94
C39H43N12 the ωB97M-V functional and the def2-TZVPD basis
N 1.24 0.12 1.40
C 0.76 1.49 1.19
C -0.17 1.55 0.00
N -1.38 0.73 0.07
C -2.31 0.91 1.15
C -3.41 1.74 0.99
C -4.24 1.90 2.08
C -3.95 1.23 3.26
N -2.91 0.42 3.40
C -2.10 0.27 2.36
C -1.67 -0.12 -0.92
N -2.77 -0.91 -0.95
C -2.68 -1.57 -2.09
N -1.59 -1.24 -2.78
N -0.92 -0.31 -2.04
H 0.72 -0.55 0.85
H 1.24 -0.15 2.37
H 0.27 1.89 2.08
H 1.59 2.17 0.96
H -0.49 2.59 -0.14
H 0.40 1.29 -0.89
H -3.60 2.24 0.05
H -5.10 2.56 2.03
H -4.59 1.36 4.12
H -1.25 -0.39 2.47
H -3.37 -2.30 -2.48
H -1.28 -1.58 -3.69
H -0.07 0.13 -2.37
N 2.10 1.86 -3.73
C 2.85 1.55 -2.67
C 3.91 2.31 -2.21
C 4.22 3.48 -2.90
C 3.46 3.82 -4.00
C 2.41 2.99 -4.38
H 2.58 0.62 -2.17
H 4.47 2.00 -1.34
H 5.04 4.10 -2.58
H 3.67 4.71 -4.57
H 1.79 3.23 -5.23
N -2.90 6.96 3.85
C -3.71 7.61 3.03
C -4.16 7.10 1.82
C -3.74 5.84 1.44
C -2.89 5.14 2.29
C -2.50 5.74 3.48
H -4.02 8.60 3.36
H -4.82 7.68 1.19
H -4.07 5.40 0.51
H -2.54 4.15 2.04
H -1.84 5.23 4.17
N 2.62 -2.88 0.13
C 3.42 -3.70 0.80
C 3.07 -4.99 1.17
C 1.81 -5.46 0.81
C 0.97 -4.62 0.11
C 1.42 -3.35 -0.20
H 4.39 -3.30 1.06
H 3.76 -5.61 1.71
H 1.50 -6.46 1.08
H -0.02 -4.95 -0.18
H 0.78 -2.66 -0.76
N 5.48 2.78 4.83
C 4.63 3.42 4.03
C 3.80 2.78 3.12
C 3.86 1.40 3.03
C 4.74 0.72 3.85
C 5.52 1.45 4.73
H 4.62 4.50 4.13
H 3.13 3.37 2.50
H 3.23 0.87 2.33
H 4.82 -0.36 3.81
H 6.22 0.95 5.39
N -2.93 -5.98 0.46
C -3.99 -6.41 1.15
C -5.06 -5.60 1.49
C -5.03 -4.26 1.11
C -3.93 -3.80 0.40
C -2.92 -4.70 0.10
H -3.98 -7.46 1.43
H -5.89 -6.00 2.05
H -5.84 -3.60 1.36
H -3.84 -2.78 0.06
H -2.05 -4.38 -0.46
N 0.28 -2.06 -5.50
C 0.21 -3.15 -6.26
C 1.21 -4.12 -6.29
C 2.33 -3.95 -5.49
C 2.41 -2.81 -4.70
C 1.37 -1.91 -4.75
H -0.67 -3.25 -6.87
H 1.10 -4.99 -6.92
H 3.12 -4.68 -5.49
H 3.27 -2.63 -4.06
H 1.40 -1.00 -4.15
```

Entry 5:
Here is a molecular structure, C25H30N5ORuS in a non-equilibrium geometry from the Open Molecules 2025 dataset. Energies are from the ωB97M-V functional and the def2-TZVPD basis.

Computed properties:
maximum force = 0.038 hartree/bohr
ΔE to the lowest compared entry with this formula, charge and spin = 0.528 eV
HOMO-LUMO gap (spin up / spin down) = 4.844 / 4.846 eV
charge = +3

XYZ file:
```
63
C25H30N5ORuS the ωB97M-V functional and the def2-TZVPD basis
Ru 0.42 0.20 -0.14
O 2.66 0.30 -0.01
C 3.31 1.58 -0.11
C 2.26 2.64 -0.12
C 2.59 3.98 0.01
C 1.60 4.93 -0.05
C 0.28 4.52 -0.24
C 0.02 3.18 -0.37
N 1.00 2.24 -0.30
H 3.25 -0.38 -0.35
H 3.89 1.64 -1.03
H 3.99 1.73 0.73
H 3.63 4.26 0.15
H 1.84 5.98 0.06
H -0.53 5.24 -0.30
H -0.98 2.82 -0.54
C -4.12 -2.19 0.39
C -4.40 -0.67 0.41
C -3.82 -0.05 -0.84
C -4.65 0.13 -1.92
C -4.14 0.39 -3.19
C -2.76 0.40 -3.42
C -1.88 0.24 -2.39
C -0.42 0.10 -2.74
C -0.14 -1.29 -3.32
C -2.40 0.16 -1.05
N -1.52 0.33 -0.02
C -1.92 0.85 1.23
C -1.00 0.88 2.20
C -0.99 1.25 3.61
C 0.27 1.04 4.04
C 1.04 0.55 2.90
N 0.29 0.44 1.84
H -4.52 -2.64 1.30
H -3.05 -2.40 0.34
H -4.60 -2.66 -0.46
H -4.00 -0.27 1.34
H -5.47 -0.50 0.42
H -5.72 0.01 -1.78
H -4.82 0.53 -4.02
H -2.39 0.53 -4.43
H 0.30 0.28 -1.91
H -0.13 0.86 -3.46
H -0.48 -2.08 -2.66
H 0.92 -1.42 -3.52
H -0.67 -1.40 -4.27
H -2.90 1.28 1.36
H -1.83 1.61 4.18
H 0.66 1.19 5.04
H 2.09 0.30 2.87
C 3.92 -3.25 -0.55
N 3.28 -3.11 0.77
C 3.87 -3.54 1.95
C 2.98 -3.32 2.94
N 1.87 -2.76 2.35
C 2.05 -2.64 1.02
S 0.89 -2.15 -0.16
H 4.95 -2.93 -0.48
H 3.37 -2.65 -1.27
H 3.89 -4.29 -0.86
H 4.85 -3.97 1.98
H 3.04 -3.52 4.00
H 0.99 -2.55 2.81
```

Entry 6:
Here is a single C3H4FNO2 molecule in a non-equilibrium geometry from the Open Molecules 2025 dataset. Energies are from the ωB97M-V functional and the def2-TZVPD basis.

Computed properties:
maximum force = 0.063 hartree/bohr
ΔE to the lowest compared entry with this formula, charge and spin = 3.685 eV
HOMO-LUMO gap = 8.541 eV
SMILES string = C[C@H](F)C(=O)N=O

XYZ file:
```
11
C3H4FNO2 the ωB97M-V functional and the def2-TZVPD basis
C -0.20 -0.10 -1.24
C 0.44 0.65 1.10
C -0.72 0.11 0.29
N 0.76 -1.30 -1.22
O -0.32 0.67 -2.15
O 0.40 -2.38 -1.52
F -1.07 -1.10 0.75
H 0.45 1.69 0.81
H 0.45 0.64 2.21
H 1.39 0.40 0.78
H -1.58 0.71 0.19
```

- What is the formula in the sixth record?
  C3H4FNO2

- Look up the maximum force of the sixth one.
  0.063 hartree/bohr

- Look up the maximum force of the sixth one.
  0.063 hartree/bohr